1.
A molecular structure, C6F18Li3N3O12S6, computed with ωB97M-V/def2-TZVPD.

ΔE to the lowest compared entry with this formula, charge and spin	345.26	kJ/mol
charge	0
LUMO level	-0.76	eV
multiplicity	1
E_HOMO	-10.95	eV

Geometry (Å):
Li: -0.59160 -0.01064 -0.02138
Li: 1.99037 -1.06558 -0.87678
Li: -0.69954 1.44403 2.39479
C: 3.91493 1.33360 -0.80310
F: 4.65219 2.07498 0.01270
F: 4.40212 1.35448 -2.07235
F: 3.94684 0.05081 -0.35805
S: 1.98836 1.93092 -0.60701
O: 1.69171 1.80448 0.82372
O: 1.94881 3.23366 -1.22845
N: 1.18123 0.57773 -1.41539
S: 0.76094 1.17632 -2.70357
O: -0.16330 2.22271 -2.68699
O: 1.86354 1.43720 -3.61074
C: -0.43330 -0.25849 -3.55228
F: -1.16691 0.24545 -4.56554
F: 0.30780 -1.20713 -4.07657
F: -1.14248 -0.80984 -2.50857
C: -3.72976 -0.01612 2.50105
F: -3.37376 -1.23486 2.97595
F: -5.07014 0.11655 2.64875
F: -3.14752 0.98057 3.19002
S: -3.26076 0.14533 0.62583
O: -2.64875 -1.08925 0.06815
O: -4.48646 0.63197 0.00798
N: -1.86966 1.27897 0.73611
S: -2.56997 2.64634 0.37926
O: -2.86784 2.82231 -1.05524
O: -3.66035 2.93029 1.31079
C: -1.17385 3.93520 0.74492
F: -1.82714 5.01049 1.24957
F: -0.32184 3.49613 1.70026
F: -0.46114 4.08235 -0.36661
C: 2.65869 -1.91229 2.46965
F: 3.07809 -3.10321 2.01595
F: 2.69675 -1.79031 3.74844
F: 3.30017 -0.93419 1.81222
S: 0.69660 -1.68413 1.97644
O: -0.07025 -2.62876 2.74331
O: 0.44370 -0.28483 2.23745
N: 0.59777 -1.88870 0.23696
S: 0.24878 -3.39624 0.22735
O: 1.01691 -4.32214 1.09172
O: -1.14747 -3.56678 0.36908
C: 0.56450 -3.88330 -1.57719
F: 1.26072 -5.02016 -1.70184
F: -0.54323 -3.97830 -2.31835
F: 1.21531 -2.87772 -2.19233

---

2.
A molecular structure, C6F18MnO18S6, computed with ωB97M-V/def2-TZVPD.

charge	-3
LUMO level (alpha / beta)	6.17 / 2.16	eV
multiplicity	7
E_HOMO (alpha / beta)	-0.64 / -1.41	eV
expectation value of S²	12.01

Geometry (Å):
Mn: -0.08893 -0.11710 -0.11784
C: -0.01606 -4.74847 -0.05243
F: 0.71831 -5.87679 -0.02116
F: -1.22107 -4.92685 -0.56155
F: -0.20701 -4.13394 1.11438
S: 0.86698 -3.33048 -1.16383
O: 2.30504 -3.28878 -0.81901
O: 0.70696 -3.87059 -2.52403
O: 0.16176 -2.00615 -0.94037
C: 2.57574 1.29574 -3.68746
F: 3.80693 1.51070 -4.09513
F: 1.85743 2.38035 -3.67003
F: 2.00100 0.42823 -4.48491
S: 2.67567 0.52710 -1.81812
O: 3.59875 1.40414 -0.99748
O: 1.30447 0.74781 -1.33915
O: 3.21537 -0.81202 -1.90318
C: -2.45845 2.35665 -3.24621
F: -3.57583 3.03046 -3.32995
F: -2.18354 1.75956 -4.37946
F: -1.44387 3.20445 -3.01421
S: -2.63005 1.04627 -1.85508
O: -1.28825 0.54518 -1.52765
O: -2.99504 1.92318 -0.72741
O: -3.72503 0.09292 -2.27000
C: 3.52097 0.47529 2.45439
F: 2.50753 1.06127 3.15532
F: 3.93342 1.35522 1.61361
F: 4.50468 0.15715 3.23226
S: 2.78787 -1.12090 1.67456
O: 1.46178 -0.71754 1.17006
O: 3.61594 -1.55458 0.52935
O: 2.83660 -2.09230 2.78053
C: -4.02865 -1.91983 1.08905
F: -4.62630 -1.34866 0.03350
F: -5.00822 -2.12956 1.98841
F: -3.41265 -2.99585 0.72810
S: -2.80477 -0.69652 1.83882
O: -1.53850 -0.83259 1.08757
O: -3.39069 0.62979 1.56546
O: -2.72487 -0.98874 3.32194
C: 0.11981 3.07200 3.25905
F: 0.17356 1.88860 3.99853
F: -0.64574 3.87078 3.96145
F: 1.35515 3.61399 3.27943
S: -0.52543 2.83410 1.43515
O: 0.04207 3.89503 0.57303
O: -0.15614 1.46744 1.10708
O: -1.95868 2.93484 1.55464

---

3.
C6H10 in the gas phase, computed with ωB97M-V/def2-TZVPD.

ΔE to the lowest compared entry with this formula, charge and spin	63.29	kJ/mol
charge	0
LUMO level	1.23	eV
multiplicity	1
E_HOMO	-9.76	eV
SMILES string	C1C[C@@H]2C[C@@H]2C1

Geometry (Å):
C: 1.19975 -0.22688 0.60836
C: 0.93996 0.88330 -0.40868
C: -0.56973 0.92438 -0.55661
C: -1.44693 0.48228 0.58284
C: -0.96633 -0.52484 -0.43525
C: 0.29204 -1.31770 -0.00099
H: 0.88950 0.04364 1.62454
H: 2.26144 -0.48637 0.65926
H: 1.26719 0.43361 -1.35850
H: 1.46011 1.83076 -0.26074
H: -0.98833 1.58941 -1.31010
H: -1.04506 0.43999 1.59065
H: -2.49545 0.76945 0.56195
H: -1.69941 -0.94009 -1.12429
H: 0.03440 -2.14669 0.66217
H: 0.86687 -1.75425 -0.83459

---

| no. | strongest force on any atom (eV/A) |
| --- | --- |
| 1 | 10.50 |
| 2 | 5.00 |
| 3 | 0.63 |